{"formula": "C23H27B2CrFNO28", "method": "ωB97M-V/def2-TZVPD", "charge": -1, "multiplicity": 5, "lumo_energy_ev": [-4.50, -3.58], "e_homo_ev": [-6.167, -6.167], "gap_ha": [0.0613, 0.0950], "elements": ["Cr", "O", "C", "O", "B", "O", "C", "O", "O", "C", "O", "C", "O", "O", "O", "C", "O", "B", "O", "C", "O", "O", "C", "O", "C", "O", "O", "N", "O", "O", "O", "C", "C", "O", "C", "O", "O", "F", "H", "H", "H", "O", "C", "O", "C", "C", "C", "H", "H", "H", "H", "H", "H", "H", "H", "O", "C", "O", "C", "C", "C", "H", "H", "H", "H", "H", "H", "H", "H", "O", "C", "O", "C", "C", "C", "H", "H", "H", "H", "H", "H", "H", "H"], "coordinates": [[9.282, -5.911, -35.000], [3.915, -8.002, -30.917], [4.769, -7.852, -30.045], [4.752, -8.151, -28.756], [6.079, -7.943, -28.152], [6.710, -7.116, -29.113], [6.184, -7.308, -30.301], [6.674, -7.085, -31.420], [6.721, -9.196, -27.790], [6.944, -9.204, -26.569], [7.494, -10.002, -25.820], [6.432, -7.799, -25.976], [5.882, -7.202, -26.900], [6.467, -7.517, -24.740], [14.445, -7.211, -31.261], [13.797, -7.647, -30.270], [14.227, -7.743, -28.992], [13.058, -7.969, -28.057], [11.940, -8.161, -28.996], [12.293, -7.793, -30.218], [11.575, -7.582, -31.125], [12.745, -6.749, -27.264], [12.854, -7.000, -25.997], [12.720, -6.190, -25.067], [13.193, -8.541, -25.873], [13.126, -9.082, -27.079], [13.289, -9.073, -24.775], [11.476, -2.988, -33.320], [10.376, -3.413, -33.052], [12.042, -2.147, -32.597], [11.856, -3.259, -34.422], [13.937, -11.704, -36.013], [14.147, -11.372, -37.438], [13.606, -10.097, -37.595], [12.899, -9.783, -36.502], [12.074, -8.943, -36.366], [12.894, -10.833, -35.704], [13.490, -12.116, -38.344], [14.804, -11.631, -35.355], [13.528, -12.706, -35.891], [15.190, -11.245, -37.726], [5.970, -3.304, -36.205], [4.809, -2.806, -36.267], [4.375, -1.612, -36.804], [5.282, -0.570, -37.401], [4.477, 0.494, -38.118], [3.673, -3.593, -35.606], [5.952, -1.043, -38.119], [5.822, -0.083, -36.589], [4.041, 1.214, -37.426], [3.714, -0.053, -38.672], [5.227, 1.001, -38.725], [3.790, -4.676, -35.628], [2.707, -3.287, -36.007], [3.567, -3.126, -34.626], [10.032, -5.124, -38.966], [10.272, -4.626, -40.087], [10.486, -5.227, -41.202], [10.313, -6.625, -41.449], [10.415, -7.134, -42.890], [10.575, -3.127, -40.058], [9.319, -6.983, -41.180], [10.972, -7.291, -40.892], [9.480, -6.815, -43.350], [10.518, -8.218, -42.835], [11.176, -6.623, -43.479], [11.555, -2.965, -39.609], [9.778, -2.479, -39.691], [10.935, -2.795, -41.032], [6.927, -8.553, -37.301], [6.209, -9.625, -37.334], [5.113, -9.849, -38.106], [4.810, -9.056, -39.235], [3.526, -9.595, -39.930], [6.506, -10.845, -36.580], [5.603, -9.053, -39.984], [4.593, -8.034, -38.925], [3.625, -10.484, -40.553], [3.052, -8.889, -40.612], [2.712, -9.735, -39.218], [5.885, -11.067, -35.713], [7.572, -10.823, -36.354], [6.301, -11.659, -37.276]], "forces_ev_per_angstrom": [[0.63, 1.05, 0.88], [1.34, 0.28, 2.11], [-0.86, -0.73, -1.30], [-1.44, -0.75, -0.95], [-1.84, 0.67, 0.43], [2.25, 0.41, -1.55], [0.71, 0.75, -2.60], [-0.88, -0.27, 2.70], [-0.50, -0.46, -4.36], [2.11, 0.53, 7.28], [-0.98, 0.48, -2.07], [1.83, -3.02, 7.74], [-1.65, 2.69, -3.29], [-0.07, -0.55, -4.43], [-1.94, -2.14, 3.45], [2.68, 2.76, -1.03], [0.00, -0.40, -0.85], [-0.79, 0.18, -0.69], [-0.10, -0.02, -0.45], [0.46, -0.94, 1.54], [-1.58, 0.30, -1.90], [0.48, 0.03, -1.00], [0.29, 1.31, 2.87], [0.36, -2.28, -2.41], [-1.12, 0.28, 3.07], [0.97, 0.60, -0.35], [0.29, 0.34, -2.49], [1.71, 3.79, 0.46], [-4.00, -2.32, 1.90], [-0.63, -1.52, -0.34], [2.19, -1.17, -2.93], [-0.73, -1.69, 0.48], [1.89, 1.24, -1.47], [0.59, 1.75, -0.03], [-2.64, -1.26, -0.58], [0.45, 1.72, -0.32], [0.19, -0.10, 2.53], [-0.21, -1.20, -0.08], [0.04, 0.48, -0.16], [0.19, -0.13, -0.13], [0.07, -0.66, -0.18], [-3.20, 2.62, -0.89], [2.36, -1.61, 0.29], [1.17, -0.57, 0.13], [-0.17, -0.76, 0.86], [0.09, -0.86, 0.59], [-0.53, 1.73, -0.61], [0.05, -0.24, 0.34], [0.28, -0.49, 0.05], [-0.16, -0.15, -0.10], [-0.05, 0.59, -0.43], [-0.43, 0.13, -0.39], [0.29, 0.39, 0.26], [0.02, -0.29, -0.57], [0.44, -0.63, 0.52], [-0.14, -0.22, -2.63], [0.19, 1.01, 5.35], [0.20, -0.80, -2.52], [-0.40, -2.23, 0.52], [-0.45, 2.13, -0.02], [1.04, -0.18, -1.99], [-0.18, 0.66, 0.66], [0.43, 0.87, 0.67], [-0.07, -0.54, -0.44], [0.03, 0.20, -0.28], [0.42, -0.45, 0.14], [-0.40, -0.27, 1.26], [0.24, -0.37, 0.20], [-0.95, 0.12, -0.63], [-3.23, -4.07, -0.56], [1.54, 4.26, -0.45], [1.05, -0.05, 0.42], [-1.54, 0.65, -1.21], [-0.32, 0.19, 0.30], [0.66, -1.01, -0.05], [0.38, -0.01, 0.38], [0.29, 0.07, 0.05], [0.41, -0.24, 0.45], [0.61, 0.57, -0.07], [0.25, -0.38, 0.32], [0.08, 0.51, 0.09], [-0.20, -0.15, 0.39], [0.18, -0.19, 0.09]]}